1.
# C2H2F6NP

A 2-piece molecular cluster, C2H2F6NP overall in a non-equilibrium geometry (the ωB97M-V functional and the def2-TZVPD basis, OMol25).

```
12
Properties=species:S:1:pos:R:3:mulliken_charge:R:1
C 1.790 -1.579 -0.280 0.85
C 2.393 1.444 -0.146 0.63
N 1.621 -0.816 0.912 -0.34
F 1.630 -2.857 0.016 -0.22
F 2.953 -1.313 -0.836 -0.23
F 0.843 -1.211 -1.177 -0.29
F 1.530 2.344 -0.517 -0.20
F 2.913 1.698 1.042 -0.19
F 3.249 1.155 -1.113 -0.18
P 0.105 -0.918 1.528 0.01
H -0.484 -0.107 0.635 0.07
H 0.361 -0.049 2.599 0.08
```

Summary:
LUMO energy (alpha / beta): -1.776 / -0.245 eV
HOMO energy (alpha / beta): -0.3451 / -0.3535 hartree

2.
# C9H7MoN2O10

C9H7MoN2O10 as an isolated structure in a non-equilibrium geometry (the ωB97M-V functional and the def2-TZVPD basis, OMol25).

```
29
Properties=species:S:1:pos:R:3:mulliken_charge:R:1
Mo -0.753 -1.861 -0.052 2.10
O 0.161 -0.710 3.681 -0.47
C 0.001 -0.511 2.535 0.42
O -0.317 -1.556 1.628 -0.65
C 0.110 0.780 1.813 0.16
C 0.528 1.879 2.561 -0.84
C 0.700 3.097 1.957 -0.31
C 0.539 3.259 0.594 -0.34
C 0.129 2.182 -0.150 0.14
C -0.168 0.940 0.433 0.98
O -0.718 0.006 -0.329 -0.83
N 0.085 2.309 -1.615 0.88
O -0.206 3.380 -2.076 -0.53
O 0.396 1.319 -2.265 -0.65
N 1.120 4.252 2.776 1.04
O 1.288 4.050 3.956 -0.59
O 1.260 5.304 2.195 -0.59
H 0.733 1.777 3.619 0.60
H 0.755 4.208 0.120 0.60
O 1.314 -1.340 -1.412 -0.52
H 1.084 -0.486 -1.835 0.49
H 1.774 -1.864 -2.079 0.33
C -1.483 -4.985 -2.117 -0.83
C -1.296 -3.593 -2.635 0.45
O -1.178 -3.227 -3.741 -0.36
O -1.221 -2.624 -1.567 -0.56
H -2.550 -5.219 -2.110 0.30
H -1.097 -5.076 -1.105 0.28
H -0.991 -5.690 -2.780 0.32
```

Summary:
Total charge: +1
LUMO energy (alpha / beta): -6.514 / -6.519 eV
HOMO energy (alpha / beta): -0.4817 / -0.4817 hartree

3.
# C3H9NO

One molecule with the formula C3H9NO in a non-equilibrium geometry (the ωB97M-V functional and the def2-TZVPD basis, OMol25).

```
14
Properties=species:S:1:pos:R:3:mulliken_charge:R:1
C -1.237 -0.897 -0.039 -1.33
C -0.271 0.303 -0.041 0.47
N 0.099 0.705 1.325 -0.70
C 0.994 0.009 -0.863 -0.83
O 1.867 1.107 -0.868 -0.52
H -2.161 -0.480 0.359 0.35
H -0.846 -1.686 0.600 0.35
H -1.368 -1.343 -1.024 0.36
H -0.719 1.082 -0.665 0.31
H -0.770 1.108 1.675 0.28
H 0.213 -0.133 1.890 0.27
H 0.638 -0.130 -1.883 0.33
H 1.455 -0.928 -0.515 0.32
H 2.107 1.282 0.048 0.34
```

Summary:
Structure (SMILES): C[C@@H](N)CO
LUMO energy: 1.015 eV
HOMO energy: -0.3598 hartree

4.
# H2NO3S2

H2NO3S2 as an isolated structure in a non-equilibrium geometry (the ωB97M-V functional and the def2-TZVPD basis, OMol25).

```
8
Properties=species:S:1:pos:R:3:mulliken_charge:R:1
N -1.514 -0.910 0.625 -0.50
O 0.500 1.464 0.926 -0.54
O 1.677 -0.431 0.107 -0.55
O -0.475 0.132 -1.018 -0.53
S 1.021 1.618 -1.868 -0.32
S 0.704 0.586 -0.160 0.95
H -0.645 -0.499 1.021 0.27
H -1.268 -1.961 0.367 0.22
```

Summary:
Total charge: -1
LUMO energy (alpha / beta): 3.590 / 2.418 eV
HOMO energy (alpha / beta): -0.1513 / -0.1722 hartree
Spin multiplicity: 3

Computed energy relative to the best compared isomer or geometry (same formula, charge and spin), in the same sequence as the records: 62.77, 36.46, 20.05, 52.15 kcal/mol.